This record from the OMol25 dataset describes a 11-piece molecular cluster, C17H26Cl24O9 overall. The level of theory is ωB97M-V with the def2-TZVPD basis set.

## Properties
lowest unoccupied orbital energy: 0.236 eV
SMILES string: COC(=O)OC.COC(=O)OC.COC(=O)OC.ClC(Cl)Cl.ClC(Cl)Cl.ClC(Cl)Cl.ClC(Cl)Cl.ClC(Cl)Cl.ClC(Cl)Cl.ClC(Cl)Cl.ClC(Cl)Cl
total charge: 0
HOMO: -10.792 eV
2S+1: 1

Geometry (Å):
C1 -20.00115 11.03328 -4.70442
O1 -19.04831 11.78108 -3.87087
C2 -18.15987 12.49171 -4.50994
O2 -17.84358 12.49087 -5.68545
O3 -17.55284 13.26698 -3.64401
C3 -16.72944 14.26508 -4.40065
H1 -20.95471 11.67490 -4.74282
H2 -20.29039 10.08739 -4.19431
H3 -19.52721 10.87626 -5.63874
H4 -17.39346 14.89661 -4.91650
H5 -15.92524 13.80833 -4.95418
H6 -16.24094 14.88761 -3.64049
C4 -17.84358 14.79382 0.51893
O4 -19.06403 14.62573 -0.25418
C5 -19.79081 15.69759 -0.49717
O5 -19.51320 16.80383 -0.11939
O6 -20.71348 15.30516 -1.36707
C6 -21.46469 16.37706 -1.89180
H7 -17.08929 14.30325 -0.11446
H8 -17.87664 14.36833 1.52048
H9 -17.56662 15.85915 0.51495
H10 -21.99223 16.97197 -1.17302
H11 -22.21256 15.91184 -2.51737
H12 -20.94956 17.07215 -2.58575
C7 -15.28942 9.60795 -3.49316
O7 -15.57832 10.58511 -2.47297
C8 -16.81395 10.48552 -1.92443
O8 -17.67910 9.59235 -2.09062
O9 -17.00085 11.46698 -1.05760
C9 -18.09922 11.30424 -0.13749
H13 -14.20846 9.55765 -3.45649
H14 -15.62006 9.77544 -4.48225
H15 -15.58136 8.63166 -3.13856
H16 -18.81961 10.60966 -0.59506
H17 -18.42672 12.30319 -0.04577
H18 -17.74021 10.87419 0.86316
Cl1 -16.58113 5.82528 -2.25066
C10 -18.16759 6.51144 -2.63189
Cl2 -19.39040 5.32311 -2.12311
Cl3 -18.24462 6.82979 -4.39572
H19 -18.27138 7.44914 -2.07817
Cl4 -16.00765 14.96509 -8.42253
C11 -16.40243 13.27017 -8.49337
Cl5 -14.86462 12.38333 -8.67281
Cl6 -17.60525 12.90397 -9.66884
H20 -16.81681 13.02390 -7.46654
Cl7 -17.88415 17.85048 -4.21768
C12 -16.94884 18.83089 -3.02586
Cl8 -15.24527 19.02469 -3.63770
Cl9 -17.01573 18.11191 -1.48432
H21 -17.40370 19.82007 -3.06134
Cl10 -22.70638 15.33318 -6.70116
C13 -21.25545 16.33461 -6.63774
Cl11 -19.82735 15.37135 -6.24171
Cl12 -21.59596 17.63374 -5.45228
H22 -20.96415 16.76781 -7.54330
Cl13 -24.10712 11.49053 -4.64874
C14 -23.21082 12.77105 -3.86435
Cl14 -22.37715 12.11577 -2.39243
Cl15 -24.16657 14.17377 -3.36477
H23 -22.43746 12.98199 -4.51101
Cl16 -11.70687 12.63951 -1.25812
C15 -13.32407 12.80660 -1.95131
Cl17 -13.00400 12.56187 -3.73496
Cl18 -13.94612 14.40156 -1.61019
H24 -14.04406 12.07395 -1.55778
Cl19 -20.96164 8.64867 -1.87721
C16 -22.31031 8.09688 -2.86765
Cl20 -23.16671 6.75885 -2.01972
Cl21 -21.72094 7.58808 -4.38055
H25 -23.07787 8.86864 -2.96200
Cl22 -17.26726 9.27862 -6.75387
C17 -16.68426 7.81198 -7.58655
Cl23 -14.93449 7.52412 -7.27846
Cl24 -16.95949 8.01411 -9.32684
H26 -17.24156 6.94733 -7.29435

Mulliken atomic charge list, values in e, 4 entries:
1 C 0.14
2 O 0.39
3 C 0.15
4 O -0.59



This record from the OMol25 dataset describes C17H26FN4Pd as an isolated structure. The level of theory is ωB97M-V with the def2-TZVPD basis set.

## Properties
lowest unoccupied orbital energy (spin up / spin down): -2.438 / -2.438 eV
total charge: +1
HOMO (spin up / spin down): -10.348 / -10.348 eV
2S+1: 1

Geometry (Å):
Pd1 -0.11161 0.13940 -0.23087
N1 -1.88082 1.63428 0.14238
C1 -2.19569 1.51157 1.57013
C2 -0.91148 1.29713 2.35832
N2 -0.14032 0.12601 1.88072
C3 -0.56605 -1.16587 2.48399
C4 -1.72543 -1.89885 1.80395
N3 -1.41534 -2.23760 0.42255
H1 -1.41582 2.52019 -0.03039
H2 -2.72322 1.62050 -0.42104
H3 -2.86676 0.66642 1.69820
H4 -2.70390 2.39273 1.97063
H5 -1.15164 1.19099 3.42018
H6 -0.27177 2.17499 2.24729
H7 0.82429 0.26259 2.15950
H8 -0.83597 -0.99339 3.53045
H9 0.30784 -1.81966 2.47269
H10 -2.62607 -1.28801 1.81935
H11 -1.93484 -2.77435 2.42913
H12 -2.23300 -2.52602 -0.09826
H13 -0.74783 -2.99851 0.38037
F1 2.83951 4.14480 -3.88130
C5 2.67881 3.14320 -2.99895
C6 2.39425 3.44464 -1.68235
C7 2.21260 2.40464 -0.78394
C8 2.28557 1.06855 -1.18459
C9 1.89525 -0.03647 -0.24939
C10 2.63157 0.81516 -2.51144
C11 2.82290 1.83915 -3.42543
H14 2.33968 4.47998 -1.37283
H15 2.01380 2.63737 0.25713
H16 2.23064 0.16688 0.76833
H17 2.23240 -1.01638 -0.58400
H18 2.75459 -0.21083 -2.83707
H19 3.09048 1.63808 -4.45440
C12 -0.15880 -0.23273 -6.58038
C13 -0.18872 -0.17276 -5.08458
C14 0.15775 -1.26586 -4.29656
C15 0.10959 -1.16734 -2.91990
N4 -0.26429 -0.04786 -2.29680
C16 -0.59886 1.01222 -3.03941
C17 -0.57860 0.98668 -4.41758
H20 0.39797 -1.09906 -6.93115
H21 0.29173 0.66853 -6.99527
H22 -1.17587 -0.29852 -6.97104
H23 0.47015 -2.19483 -4.75519
H24 0.37815 -2.00233 -2.28716
H25 -0.87093 1.91297 -2.50617
H26 -0.84908 1.87487 -4.97353

Mulliken atomic charge list, values in e, 4 entries:
1 Pd 0.42
2 N -0.40
3 C -0.58
4 C -0.67